Record 1
{"formula": "C20H23BF25INO4", "method": "wB97M-V/def2-TZVPD", "symbols": ["C", "C", "C", "F", "B", "N", "C", "C", "O", "I", "H", "H", "H", "H", "H", "H", "H", "H", "H", "H", "H", "C", "C", "C", "F", "F", "F", "F", "O", "C", "C", "F", "F", "F", "F", "H", "H", "H", "H", "C", "C", "C", "F", "F", "F", "F", "O", "C", "C", "F", "F", "F", "F", "H", "H", "H", "H", "C", "C", "C", "F", "F", "F", "F", "O", "C", "C", "F", "F", "F", "F", "H", "H", "H", "H"], "xyz": [[0.392, -2.936, 3.365], [0.360, -1.777, 4.524], [0.396, -0.236, 3.963], [0.642, 0.733, 5.094], [1.513, 0.055, 2.792], [2.605, 0.945, 3.359], [0.704, 0.693, 1.502], [1.410, 0.339, 0.038], [1.855, -0.893, -0.220], [1.495, 2.040, -1.389], [1.479, -3.018, 2.880], [-0.373, -2.638, 2.512], [0.105, -3.999, 3.761], [1.174, -2.004, 5.352], [-0.688, -1.898, 5.083], [-0.711, 0.007, 3.592], [2.059, -0.925, 2.383], [3.548, 0.499, 3.262], [2.585, 1.912, 2.966], [0.525, 1.847, 1.569], [-0.378, 0.194, 1.445], [-2.774, -5.993, -1.264], [-1.984, -6.783, -0.209], [-2.666, -6.893, 1.149], [-2.851, -5.685, 1.728], [-1.901, -7.614, 2.012], [-0.736, -6.255, -0.095], [-1.806, -8.049, -0.702], [-2.379, -4.632, -1.448], [-2.982, -3.694, -0.559], [-1.958, -2.974, 0.326], [-1.274, -3.848, 1.109], [-2.566, -2.096, 1.167], [-3.953, -4.312, 0.156], [-3.620, -2.792, -1.353], [-2.563, -6.468, -2.229], [-3.859, -6.095, -1.142], [-3.635, -7.394, 1.069], [-1.232, -2.424, -0.280], [3.221, 1.376, -4.820], [2.913, 0.373, -5.942], [3.665, -0.949, -5.839], [5.005, -0.784, -5.918], [3.323, -1.775, -6.866], [3.122, 0.969, -7.147], [1.570, 0.107, -5.889], [4.170, 2.397, -5.139], [5.538, 2.042, -4.948], [6.347, 2.080, -6.250], [5.857, 1.206, -7.166], [7.642, 1.727, -6.033], [5.608, 0.844, -4.319], [6.035, 2.954, -4.069], [2.290, 1.924, -4.630], [3.448, 0.886, -3.866], [3.431, -1.469, -4.906], [6.331, 3.079, -6.694], [-2.868, 3.681, 3.224], [-1.957, 3.759, 1.989], [-1.090, 5.010, 1.914], [-1.828, 6.140, 1.838], [-0.313, 4.987, 0.798], [-2.710, 3.610, 0.866], [-1.130, 2.666, 2.027], [-4.227, 4.076, 3.022], [-4.483, 5.474, 3.148], [-5.008, 6.098, 1.850], [-4.111, 5.970, 0.838], [-5.231, 7.431, 2.002], [-3.375, 6.093, 3.620], [-5.421, 5.589, 4.127], [-2.933, 2.620, 3.494], [-2.426, 4.159, 4.105], [-0.423, 5.085, 2.779], [-5.942, 5.625, 1.535]], "total_charge": -1, "homo_ha": -0.159, "orbital_gap_ev": 6.429}

Record 2
{"formula": "C19H38N2NiO5", "method": "wB97M-V/def2-TZVPD", "symbols": ["Ni", "C", "O", "O", "O", "C", "C", "C", "C", "C", "C", "N", "O", "C", "C", "C", "H", "H", "H", "H", "H", "H", "H", "H", "H", "H", "H", "H", "H", "H", "H", "H", "H", "H", "H", "C", "C", "C", "C", "C", "C", "N", "O", "C", "C", "C", "H", "H", "H", "H", "H", "H", "H", "H", "H", "H", "H", "H", "H", "H", "H", "H", "H", "H", "H"], "xyz": [[-0.981, -1.055, -3.697], [1.259, -0.005, -3.350], [0.876, -0.988, -2.633], [0.447, 0.435, -4.239], [2.470, 0.337, -3.299], [-4.223, -2.409, -0.769], [-3.834, -1.753, -2.115], [-5.016, -0.935, -2.654], [-5.205, 0.340, -1.815], [-3.919, 1.147, -1.860], [-2.686, 0.388, -1.343], [-2.605, -0.927, -2.007], [-1.523, -1.700, -1.546], [-1.470, 1.251, -1.707], [-2.707, 0.317, 0.209], [-3.571, -2.895, -3.090], [-5.023, -3.134, -0.912], [-4.612, -1.759, 0.021], [-3.378, -2.874, -0.255], [-4.738, -0.600, -3.653], [-5.914, -1.532, -2.516], [-5.605, 0.174, -0.812], [-5.991, 0.961, -2.260], [-4.003, 2.073, -1.287], [-3.751, 1.468, -2.892], [-1.455, 1.613, -2.739], [-1.404, 2.177, -1.137], [-0.569, 0.658, -1.552], [-3.717, 0.094, 0.565], [-2.139, -0.548, 0.564], [-2.342, 1.216, 0.688], [-4.263, -3.724, -2.911], [-2.680, -3.457, -2.770], [-3.490, -2.675, -4.152], [-1.692, -1.939, -0.615], [5.424, 0.697, 2.999], [4.229, -0.183, 2.555], [3.246, -0.424, 3.726], [2.208, 0.678, 3.848], [1.498, 0.902, 2.514], [2.464, 1.315, 1.391], [3.572, 0.348, 1.350], [4.471, 0.592, 0.321], [1.718, 1.223, 0.062], [2.980, 2.750, 1.605], [4.785, -1.563, 2.190], [5.123, 1.746, 2.967], [5.734, 0.511, 4.028], [6.284, 0.599, 2.338], [2.702, -1.344, 3.520], [3.833, -0.406, 4.642], [1.376, 0.436, 4.522], [2.572, 1.647, 4.196], [0.814, 1.746, 2.663], [0.847, 0.088, 2.190], [1.403, 0.197, -0.136], [2.434, 1.496, -0.714], [0.819, 1.837, 0.006], [3.646, 3.118, 0.820], [3.498, 2.894, 2.554], [2.183, 3.502, 1.615], [5.526, -1.438, 1.401], [5.274, -1.970, 3.080], [3.987, -2.239, 1.890], [4.806, 1.503, 0.397]], "de_lowest_ev": 0.0000, "homo_ha": [-0.283, -0.283], "spin_multiplicity": 3, "orbital_gap_ev": [7.182, 6.559], "s2": 2.01}

Record 3
{"formula": "C6H15N2", "method": "wB97M-V/def2-TZVPD", "symbols": ["C", "C", "C", "N", "C", "C", "C", "N", "H", "H", "H", "H", "H", "H", "H", "H", "H", "H", "H", "H", "H", "H", "H"], "xyz": [[1.261, 0.320, 1.708], [-0.263, 0.225, 1.877], [-0.902, -0.801, 0.897], [-0.557, 1.647, -0.872], [-0.761, 0.456, -1.483], [-0.457, -0.754, -0.610], [-0.489, 0.367, -2.948], [1.911, -0.973, 1.728], [1.619, 0.919, 2.569], [1.511, 0.841, 0.783], [-0.424, -0.156, 2.894], [-0.729, 1.199, 1.794], [-1.987, -0.855, 0.978], [-0.547, -1.787, 1.226], [-0.288, 2.365, -1.574], [-1.817, 1.011, -1.252], [-1.077, -1.545, -1.053], [-1.002, -0.467, -3.427], [-0.799, 1.281, -3.461], [0.586, 0.243, -3.112], [0.560, -1.119, -0.757], [1.748, -1.436, 2.632], [2.904, -0.983, 1.464]], "total_charge": 2, "de_lowest_ev": 5.4206, "homo_ha": [-0.732, -0.732], "spin_multiplicity": 2, "orbital_gap_ev": [9.251, 7.724], "s2": 0.75}

Record 4
{"formula": "C4H4O2", "method": "wB97M-V/def2-TZVPD", "symbols": ["C", "C", "C", "C", "O", "O", "H", "H", "H", "H"], "xyz": [[0.769, -0.536, -2.495], [1.383, -0.385, -1.270], [2.100, -0.538, -2.641], [0.094, 0.298, 1.041], [3.174, -0.620, -3.170], [1.583, -0.207, -0.093], [-0.211, -0.672, -2.936], [0.392, -0.357, 1.903], [-0.838, 0.039, 0.680], [0.144, 1.418, 1.202]], "de_lowest_ev": 3.2743, "homo_ha": [-0.237, -0.395], "spin_multiplicity": 3, "orbital_gap_ev": [7.133, 8.127], "s2": 2.01}

Record 5
{"formula": "C24H36N2O3", "method": "wB97M-V/def2-TZVPD", "symbols": ["C", "H", "O", "C", "C", "C", "C", "C", "C", "O", "C", "C", "C", "N", "C", "C", "H", "H", "H", "H", "C", "C", "H", "H", "H", "C", "H", "H", "H", "H", "H", "H", "H", "H", "H", "H", "C", "O", "N", "H", "C", "H", "H", "C", "C", "C", "C", "C", "C", "C", "H", "H", "H", "H", "H", "H", "H", "H", "H", "H", "H", "H", "H", "H", "H"], "xyz": [[1.153, -6.009, -0.656], [0.332, -6.669, -0.933], [0.570, -4.746, -0.451], [1.377, -3.711, -0.097], [2.746, -3.794, 0.097], [3.479, -2.672, 0.452], [2.846, -1.457, 0.644], [1.467, -1.361, 0.442], [0.725, -2.464, 0.064], [-0.610, -2.477, -0.190], [-1.358, -1.276, -0.119], [-2.647, -1.493, -0.907], [-3.522, -0.245, -0.821], [-3.841, 0.029, 0.566], [-2.637, 0.323, 1.311], [-1.730, -0.905, 1.319], [-0.838, -0.711, 1.917], [-2.264, -1.746, 1.763], [-2.912, 0.579, 2.337], [-2.080, 1.178, 0.882], [-4.944, 0.952, 0.798], [-6.270, 0.297, 0.409], [-7.097, 0.862, 0.830], [-6.305, -0.718, 0.795], [-6.397, 0.266, -0.670], [-4.798, 2.318, 0.114], [-5.606, 2.973, 0.427], [-4.839, 2.214, -0.968], [-3.854, 2.786, 0.385], [-4.963, 1.114, 1.883], [-4.446, -0.415, -1.371], [-2.984, 0.598, -1.293], [-3.176, -2.345, -0.480], [-2.410, -1.719, -1.947], [-0.794, -0.453, -0.584], [0.993, -0.397, 0.541], [3.653, -0.261, 1.010], [4.771, -0.061, 0.575], [3.056, 0.570, 1.903], [2.114, 0.368, 2.199], [3.562, 1.891, 2.179], [3.613, 2.049, 3.262], [4.574, 1.920, 1.771], [2.679, 2.973, 1.533], [2.398, 2.659, 0.088], [1.203, 2.240, -0.310], [0.857, 1.895, -1.727], [1.893, 2.445, -2.700], [3.290, 2.112, -2.190], [3.545, 2.825, -0.866], [3.703, 3.895, -1.039], [4.456, 2.428, -0.415], [3.375, 1.035, -2.036], [4.045, 2.408, -2.920], [1.785, 3.529, -2.775], [1.735, 2.020, -3.693], [0.811, 0.804, -1.828], [-0.137, 2.284, -1.967], [0.399, 2.132, 0.410], [3.194, 3.933, 1.616], [1.737, 3.041, 2.084], [4.546, -2.737, 0.589], [3.259, -4.733, -0.034], [1.628, -6.387, 0.256], [1.889, -5.987, -1.466]], "smiles": "COc1ccc(C(=O)NCCC2=CCCCC2)cc1OC1CCN(C(C)C)CC1", "de_lowest_ev": 1.5284, "homo_ha": -0.297, "orbital_gap_ev": 8.769}

Record 6
{"formula": "C7H10", "method": "wB97M-V/def2-TZVPD", "symbols": ["C", "C", "C", "C", "C", "C", "C", "H", "H", "H", "H", "H", "H", "H", "H", "H", "H"], "xyz": [[-1.994, 0.421, -0.637], [-2.491, 1.649, -0.731], [1.026, -1.111, 0.000], [0.573, -2.068, -0.796], [2.111, -0.203, 0.321], [1.318, 0.923, 0.901], [0.970, -0.475, 1.305], [-1.634, -0.125, -1.506], [-1.908, -0.092, 0.319], [-2.570, 2.161, -1.687], [-2.842, 2.192, 0.143], [-0.312, -2.640, -0.535], [1.078, -2.306, -1.726], [3.168, -0.407, 0.434], [0.629, 1.482, 0.267], [1.829, 1.523, 1.654], [1.016, -0.919, 2.291]], "smiles": "C=C1[C@H]2C[C@@H]12.C=C", "de_lowest_ev": 3.9855, "homo_ha": -0.313, "orbital_gap_ev": 9.676}

Repeat the fourth record exactly.
{"formula": "C4H4O2", "method": "wB97M-V/def2-TZVPD", "symbols": ["C", "C", "C", "C", "O", "O", "H", "H", "H", "H"], "xyz": [[0.769, -0.536, -2.495], [1.383, -0.385, -1.270], [2.100, -0.538, -2.641], [0.094, 0.298, 1.041], [3.174, -0.620, -3.170], [1.583, -0.207, -0.093], [-0.211, -0.672, -2.936], [0.392, -0.357, 1.903], [-0.838, 0.039, 0.680], [0.144, 1.418, 1.202]], "de_lowest_ev": 3.2743, "homo_ha": [-0.237, -0.395], "spin_multiplicity": 3, "orbital_gap_ev": [7.133, 8.127], "s2": 2.01}